[1]
Entry from the Open Molecules 2025 dataset: C4H4O in the gas phase in a non-equilibrium geometry (ωB97M-V with the def2-TZVPD basis set).

The SMILES is C#CC(C)=O. The HOMO-LUMO gap is 0.371 hartree. Its HOMO energy is -0.381 hartree. For the largest force on an atom, the calculation gives 5.7 eV/A. As for the energy above the lowest of the compared OMol25 structures with the same formula, charge and spin: 345.36 kJ/mol. The calculation puts the LUMO energy at -0.00965 hartree.

Each line ends with the Löwdin charge.
Element x y z (Å)
C1 0.9576 0.7879 1.7620  0.10
C2 1.0917 -0.0367 0.7959  0.02
C3 0.5306 -0.5340 -0.6405  -0.36
C4 -0.9168 -0.1524 -0.6963  -0.05
O1 0.8204 -1.0289 -1.7366  0.06
H1 1.2841 1.0068 2.7612  0.02
H2 -1.6307 -0.6307 -0.1867  0.04
H3 -1.0504 -0.2052 -1.8018  0.11
H4 -1.0867 0.7931 -0.2571  0.07



[2]
Entry from the Open Molecules 2025 dataset: a molecular structure, FeI in a non-equilibrium geometry (ωB97M-V with the def2-TZVPD basis set).

The HOMO-LUMO gap (alpha / beta) is 0.402 / 0.304 hartree. The charge is +2. Its HOMO energy (alpha / beta) is -0.858 / -0.858 hartree. As for the expectation value of S²: 8.777. For the largest force on an atom, the calculation gives 3.7 eV/A. The spin multiplicity is 6. As for the energy above the lowest of the compared OMol25 structures with the same formula, charge and spin: 22.09 kJ/mol. The calculation puts the LUMO energy (alpha / beta) at -0.45669 / -0.55424 hartree.

Each line ends with the Löwdin charge.
Element x y z (Å)
Fe1 -2.5410 0.1555 -1.2453  0.83
I1 -2.5758 0.3645 0.9502  1.17



[3]
Entry from the Open Molecules 2025 dataset: a molecular structure, C19H26N5Ru in a non-equilibrium geometry (ωB97M-V with the def2-TZVPD basis set).

The HOMO-LUMO gap (alpha / beta) is 0.216 / 0.235 hartree. The charge is +2. Its HOMO energy (alpha / beta) is -0.522 / -0.523 hartree. As for the expectation value of S²: 1.153. For the largest force on an atom, the calculation gives 2.0 eV/A. The spin multiplicity is 2. As for the energy above the lowest of the compared OMol25 structures with the same formula, charge and spin: 345.83 kJ/mol. The calculation puts the LUMO energy (alpha / beta) at -0.30576 / -0.28874 hartree.

Each line ends with the Löwdin charge.
Element x y z (Å)
Ru1 0.1953 0.9514 0.3478  1.23
C1 -0.8749 3.5336 -3.0246  -0.04
C2 -1.3689 2.6121 -3.9399  -0.03
C3 -1.1649 1.2607 -3.7476  0.00
C4 -0.4361 0.7993 -2.6455  -0.19
C5 0.0244 1.7400 -1.6963  -0.10
C6 -0.1641 3.0944 -1.9123  -0.10
C7 -0.1076 -0.6116 -2.4610  -0.21
C8 -0.2149 -1.5609 -3.5055  0.03
C9 0.1449 -2.8624 -3.2860  0.05
C10 0.6193 -3.2513 -2.0162  -0.13
C11 1.0041 -4.5661 -1.6952  0.01
C12 1.5100 -4.8661 -0.4519  -0.04
C13 1.6515 -3.8584 0.5149  -0.04
C14 1.2529 -2.5778 0.2400  -0.04
C15 0.7158 -2.2357 -1.0197  -0.21
N1 0.3387 -0.9631 -1.2548  0.09
H1 -1.0300 4.5911 -3.1746  0.12
H2 -1.8940 2.9555 -4.8185  0.12
H3 -1.5764 0.5582 -4.4534  0.12
H4 0.2263 3.8369 -1.2277  0.07
H5 -0.5665 -1.2629 -4.4795  0.12
H6 0.0929 -3.5981 -4.0739  0.14
H7 0.8911 -5.3358 -2.4458  0.13
H8 1.8072 -5.8768 -0.2169  0.12
H9 2.0866 -4.1036 1.4711  0.12
H10 1.3879 -1.7712 0.9451  0.05
N2 1.8500 0.3719 2.0338  -0.05
C16 1.1688 -0.2678 3.1815  -0.23
C17 -0.1738 0.4152 3.4984  -0.20
C18 -1.4115 -0.4643 3.2689  -0.18
C19 -1.8053 -0.6470 1.8027  -0.25
N3 -2.0236 0.6590 1.1432  -0.02
H11 2.6242 -0.2186 1.7206  0.10
H12 2.2832 1.2407 2.3515  0.09
H13 1.8176 -0.2353 4.0620  0.13
H14 0.9958 -1.3219 2.9500  0.11
H15 -0.2606 1.3279 2.8878  0.06
H16 -0.1780 0.7178 4.5446  0.12
H17 -2.2553 -0.0120 3.7948  0.12
H18 -1.2522 -1.4481 3.7116  0.13
H19 -2.7155 -1.2576 1.7623  0.14
H20 -1.0124 -1.1752 1.2421  0.08
H21 -2.4787 1.3004 1.7974  0.11
H22 -2.6483 0.5519 0.3385  0.11
N4 -0.0840 4.2548 0.9232  -0.06
N5 0.8901 3.3054 1.3533  -0.09
H23 0.2299 5.2229 0.9994  0.11
H24 -0.9522 4.1426 1.4378  0.09
H25 1.0783 3.3832 2.3603  0.10
H26 1.7629 3.5232 0.8619  0.10



[4]
Entry from the Open Molecules 2025 dataset: a molecular structure, C18H20Cl3NO2PRuSe2SiTe (ωB97M-V with the def2-TZVPD basis set).

The HOMO-LUMO gap (alpha / beta) is 0.297 / 0.255 hartree. Its HOMO energy (alpha / beta) is -0.291 / -0.293 hartree. As for the expectation value of S²: 0.757. For the largest force on an atom, the calculation gives 0.9 eV/A. The spin multiplicity is 2. As for the energy above the lowest of the compared OMol25 structures with the same formula, charge and spin: 5.48 kJ/mol. The calculation puts the LUMO energy (alpha / beta) at 0.00625 / -0.03835 hartree.

Each line ends with the Löwdin charge.
Element x y z (Å)
Ru1 -0.8091 0.5729 -1.9517  0.07
Se1 -0.8989 0.8569 0.6436  0.38
P1 1.1079 0.0050 0.5881  0.24
Se2 1.3675 -0.6307 -1.4825  0.33
C1 2.2619 1.3176 1.0736  -0.41
C2 2.3923 1.6272 2.4256  -0.09
C3 3.2008 2.6814 2.8155  -0.08
C4 3.8795 3.4261 1.8589  -0.08
C5 3.7488 3.1161 0.5131  -0.07
C6 2.9396 2.0611 0.1156  -0.10
C7 1.4917 -1.3376 1.7357  -0.41
C8 0.5432 -1.8276 2.6226  -0.10
C9 0.8842 -2.8570 3.4897  -0.07
C10 2.1631 -3.3921 3.4645  -0.08
C11 3.1104 -2.9002 2.5736  -0.08
C12 2.7780 -1.8715 1.7096  -0.09
H1 1.8642 1.0452 3.1721  0.11
H2 3.3046 2.9207 3.8658  0.10
H3 4.5123 4.2486 2.1662  0.10
H4 4.2757 3.6962 -0.2331  0.11
H5 2.8214 1.8203 -0.9340  0.05
H6 -0.4582 -1.4160 2.6203  0.08
H7 0.1461 -3.2420 4.1811  0.11
H8 2.4263 -4.1965 4.1392  0.10
H9 4.1085 -3.3176 2.5555  0.11
H10 3.5156 -1.4848 1.0154  0.11
O1 -1.7953 -2.0508 0.5536  0.04
C13 -2.0287 -2.2907 -0.5915  -0.44
C14 -2.6018 -3.6115 -1.0831  -0.07
C15 -2.7230 -3.4365 -2.5817  -0.06
C16 -2.0911 -2.0982 -2.7808  -0.46
O2 -1.8704 -1.6817 -3.9780  -0.15
N1 -1.7735 -1.4229 -1.7099  0.02
H11 -3.5344 -3.8132 -0.5607  0.13
H12 -1.8911 -4.3891 -0.8038  0.13
H13 -3.7501 -3.3806 -2.9457  0.14
H14 -2.2033 -4.1828 -3.1806  0.14
Cl1 -3.3149 0.6913 -4.7775  0.20
Si1 -1.4381 0.0077 -4.0575  -0.42
Cl2 0.5016 2.2778 -2.8634  -0.10
Cl3 -0.2620 0.1140 -5.7192  0.30
C17 -4.1852 2.3049 -1.0157  -0.41
Te1 -2.4026 2.6880 -2.1496  1.16
C18 -1.5631 3.9940 -0.6750  -0.44
H15 -3.9541 1.6711 -0.1623  -0.01
H16 -4.9013 1.8080 -1.6667  0.00
H17 -4.5985 3.2523 -0.6760  0.00
H18 -1.3869 4.9530 -1.1545  0.00
H19 -0.6334 3.5742 -0.3037  -0.05
H20 -2.2762 4.1003 0.1394  0.01